The following is a DFT calculation (ωB97M-V/def2-TZVPD) of the molecule C5H8N2.

The multiplicity is 1. For the HOMO-LUMO gap, the calculation gives 0.3475 Eh. The value obtained for the LUMO energy is 1.1 eV.

Cartesian coordinates (Å):
C  -2.996  -0.386  0.574
C  -0.781  -0.075  -0.515
C  0.200  0.723  -0.850
N  1.493  0.725  -0.273
C  2.174  -0.411  -0.012
N  3.416  -0.148  0.422
C  -1.820  -0.827  -0.268
H  -3.831  -1.082  0.465
H  -2.742  -0.322  1.635
H  -3.340  0.602  0.254
H  0.067  1.416  -1.679
H  1.927  1.647  -0.197
H  4.040  -0.919  0.595
H  3.823  0.780  0.535
H  -1.858  -1.821  -0.712

Cartesian forces (eV/Å) of the 6 atoms listed first:
-0.1 0.0 0.1
-0.1 0.0 0.0
-0.3 -0.1 -0.1
0.1 -0.2 0.1
0.2 0.5 0.0
0.0 -0.1 0.0

Charges per atom according to Mulliken partitioning, unit e: C -0.884; C 0.023; C -0.319; N -0.076; C -0.467; N -0.205; C -0.272; H 0.292; H 0.261; H 0.300; H 0.321; H 0.287; H 0.247; H 0.163; H 0.330

***

The following is a DFT calculation (ωB97M-V/def2-TZVPD) of C5H8N2 as an isolated structure at a distorted geometry.

The multiplicity is 1. For the HOMO-LUMO gap, the calculation gives 0.3477 Eh. The value obtained for the LUMO energy is 0.9 eV.

Cartesian coordinates (Å):
N  2.225  -0.495  0.113
C  0.667  0.193  0.461
C  1.506  1.320  0.315
N  2.032  2.343  0.170
C  -0.561  0.091  -0.454
C  -1.998  0.243  0.081
C  -1.496  -1.091  -0.351
H  3.018  -0.408  0.765
H  2.592  -0.437  -0.835
H  0.354  -0.079  1.483
H  -0.427  0.529  -1.440
H  -2.170  0.429  1.138
H  -2.713  0.753  -0.568
H  -1.859  -1.517  -1.280
H  -1.275  -1.818  0.426

Cartesian forces (eV/Å) of the 6 atoms listed first:
-1.3 -2.4 0.0
1.9 -0.9 -0.3
-1.3 3.2 0.5
0.2 0.0 0.0
0.7 -0.3 -0.2
0.4 0.2 0.1

Charges per atom according to Mulliken partitioning, unit e: N -0.732; C 0.264; C 0.007; N -0.504; C -0.103; C -0.573; C -0.566; H 0.286; H 0.275; H 0.273; H 0.403; H 0.242; H 0.240; H 0.257; H 0.233

***

The following is a DFT calculation (ωB97M-V/def2-TZVPD) of the molecule C5H8N2.

The multiplicity is 1. For the HOMO-LUMO gap, the calculation gives 0.2767 Eh. The value obtained for the LUMO energy is 0.7 eV.

Cartesian coordinates (Å):
C  2.163  0.233  -0.020
N  0.730  -0.010  0.054
C  0.218  -1.221  0.094
C  -1.255  -1.079  -0.077
C  -1.498  0.433  0.059
N  -2.684  0.918  0.179
C  -0.184  1.010  0.001
H  2.691  -0.693  0.209
H  2.423  0.564  -1.028
H  2.433  1.006  0.700
H  0.839  -2.106  0.099
H  -1.878  -1.694  0.577
H  -1.504  -1.336  -1.121
H  -2.645  1.941  0.209
H  0.153  2.035  0.066

Cartesian forces (eV/Å) of the 6 atoms listed first:
0.1 0.0 0.1
-0.1 -0.3 0.0
0.0 0.1 -0.2
-0.1 0.0 0.0
0.0 0.0 0.0
0.4 0.1 0.0

Charges per atom according to Mulliken partitioning, unit e: C -0.896; N 0.190; C -0.267; C -0.494; C 0.408; N -0.737; C -0.607; H 0.281; H 0.328; H 0.337; H 0.351; H 0.359; H 0.216; H 0.214; H 0.320

***

The following is a DFT calculation (ωB97M-V/def2-TZVPD) of the molecule C5H8N2 at a distorted geometry.

The multiplicity is 1. The SMILES is Cn1cccc1N. For the HOMO-LUMO gap, the calculation gives 0.3174 Eh. The value obtained for the LUMO energy is 1.0 eV.

Cartesian coordinates (Å):
C  1.156  1.344  0.771
N  0.132  0.374  0.439
C  -0.938  -0.027  1.199
C  -1.701  -0.896  0.460
C  -1.082  -1.043  -0.805
C  0.012  -0.210  -0.782
N  1.153  -0.164  -1.617
H  1.299  2.002  -0.088
H  0.824  1.923  1.636
H  2.120  0.875  0.997
H  -1.060  0.351  2.199
H  -2.603  -1.390  0.787
H  -1.347  -1.721  -1.609
H  1.149  -1.124  -1.052
H  0.873  -0.345  -2.589

Cartesian forces (eV/Å) of the 6 atoms listed first:
0.0 0.1 0.0
-0.5 0.2 -0.2
-0.3 -0.1 0.4
-0.1 0.0 0.3
-0.2 0.2 0.0
-1.7 1.1 0.3

Charges per atom according to Mulliken partitioning, unit e: C -0.839; N 0.182; C -0.471; C -0.467; C -0.716; C 0.216; N -0.639; H 0.307; H 0.333; H 0.257; H 0.362; H 0.404; H 0.361; H 0.411; H 0.300

***

Computed values of relative energy (zero: lowest compared OMol25 entry of this formula, charge and spin) (unit: kJ/mol) for the preceding records, in sequence: 300.7, 356.4, 207.8, 180.4.